A molecular structure, C25H37N2O2S3Ta, computed with ωB97M-V with the def2-TZVPD basis set.

Geometry (Å):
Ta (-1.28294, -1.65645, -1.11171)
C (5.30995, 0.37581, -1.79479)
C (5.02162, -0.45507, -0.53001)
C (5.87393, -1.72741, -0.57990)
C (5.40961, 0.34904, 0.73296)
C (3.55382, -0.75879, -0.44042)
C (3.04395, -2.04287, -0.22410)
C (1.69219, -2.27320, -0.23129)
N (0.76219, -1.28275, -0.39691)
C (1.25956, -0.01289, -0.51174)
C (2.59701, 0.26392, -0.56220)
C (0.21318, 0.98759, -0.59045)
C (0.39517, 2.33394, -0.41779)
C (-0.67088, 3.23897, -0.55491)
C (-1.92263, 2.67281, -0.86640)
C (-2.04830, 1.32186, -1.01542)
N (-1.00606, 0.44130, -0.85572)
C (-0.44014, 4.71723, -0.46155)
C (0.36174, 5.11558, -1.72760)
C (0.36641, 5.07170, 0.80113)
C (-1.74962, 5.51301, -0.44495)
H (6.37670, 0.58598, -1.84350)
H (4.79153, 1.33651, -1.79690)
H (5.02632, -0.16530, -2.69890)
H (6.92014, -1.44387, -0.68125)
H (5.63015, -2.35144, -1.44212)
H (5.80255, -2.31166, 0.33950)
H (6.47829, 0.55533, 0.70046)
H (5.19963, -0.21452, 1.64340)
H (4.88137, 1.30319, 0.79104)
H (3.70703, -2.88337, -0.07861)
H (1.33179, -3.27326, -0.10335)
H (2.92448, 1.28222, -0.71707)
H (1.38027, 2.70798, -0.17828)
H (-2.79668, 3.29539, -0.99578)
H (-3.00285, 0.90452, -1.29910)
H (1.32898, 4.61163, -1.77733)
H (0.54022, 6.18951, -1.69772)
H (-0.19102, 4.88532, -2.63966)
H (1.35021, 4.59971, 0.82438)
H (-0.17188, 4.79289, 1.70822)
H (0.53106, 6.14743, 0.81942)
H (-2.32834, 5.38213, -1.36134)
H (-1.51517, 6.57417, -0.38320)
H (-2.36601, 5.26915, 0.42315)
C (-4.75598, -3.88619, 0.38451)
C (-5.19104, -2.46323, -0.01207)
S (-3.93335, -1.15579, -0.46308)
C (-3.79797, -0.22602, 1.10190)
C (-3.22493, -1.02698, 2.24976)
S (-1.56067, -1.64491, 1.89084)
C (-1.64548, -3.26290, 2.73815)
C (-2.49557, -4.33310, 2.01939)
S (-4.27993, -4.11016, 2.12340)
H (-3.94923, -4.24434, -0.23787)
H (-5.61901, -4.54870, 0.24823)
H (-5.80334, -1.98229, 0.75125)
H (-5.79333, -2.55356, -0.91661)
H (-4.79540, 0.14300, 1.34958)
H (-3.17922, 0.63012, 0.87404)
H (-3.85499, -1.89385, 2.47710)
H (-3.20269, -0.41289, 3.15270)
H (-1.99811, -3.04557, 3.74833)
H (-0.62628, -3.63966, 2.82389)
H (-2.29557, -5.30245, 2.49892)
H (-2.24464, -4.39796, 0.97002)
O (-0.12859, -3.40610, -1.54943)
C (-1.07550, -4.22527, -1.40276)
O (-2.14303, -3.69323, -0.96673)
H (-0.97468, -5.29099, -1.62514)

Output
HOMO level (alpha / beta): -19.6 / -19.6 eV
orbital gap (alpha / beta): 0.1360 / 0.1332 Eh
ΔE to the lowest compared entry with this formula, charge and spin: 310.8 kJ/mol
E: -2484.8253 hartree
charge: +4
multiplicity: 1